C60H65N5O2PS3SbV as an isolated structure at a distorted geometry, computed with wB97M-V/def2-TZVPD.

ΔE to the lowest compared entry with this formula, charge and spin, kcal/mol: 59.6
Charge: +2
⟨S²⟩: 0.781
Kohn-Sham gap (alpha / beta), eV: 6.4 / 6.1
Spin multiplicity: 2
Electronic energy, eV: -148827.1069
Highest occupied orbital energy (alpha / beta), Ha: -0.424 / -0.424

Last column: Löwdin charge in e.
Atoms and positions in Å:
V1 -0.2736 -0.3017 0.2106  0.527
O1 -0.6041 -0.4338 2.2700  0.056
C1 -1.0149 -1.3459 1.6156  -0.408
C2 -1.8014 -2.5211 1.8392  -0.210
C3 -2.1506 -2.9729 3.1194  0.016
C4 -2.9127 -4.1165 3.2438  -0.037
C5 -3.3470 -4.7980 2.1129  -0.022
C6 -3.0244 -4.3455 0.8434  -0.044
C7 -2.2261 -3.2222 0.6959  -0.274
P1 -1.6574 -2.5375 -0.9103  1.129
C8 -0.5771 -3.8768 -1.5152  -0.387
C9 -0.2197 -3.8177 -2.8621  -0.123
C10 0.6214 -4.7749 -3.3947  -0.064
C11 1.1197 -5.7876 -2.5886  -0.063
C12 0.7805 -5.8397 -1.2463  -0.061
C13 -0.0678 -4.8874 -0.7074  -0.096
C14 -3.1652 -2.8951 -1.8923  -0.339
C15 -4.1139 -1.8883 -2.0384  -0.083
C16 -5.3200 -2.1552 -2.6637  -0.066
C17 -5.5787 -3.4247 -3.1564  -0.062
C18 -4.6269 -4.4250 -3.0362  -0.055
C19 -3.4219 -4.1652 -2.4081  -0.095
H1 -1.8243 -2.4270 3.9943  0.131
H2 -3.1767 -4.4830 4.2231  0.117
H3 -3.9482 -5.6862 2.2188  0.120
H4 -3.3841 -4.8705 -0.0279  0.107
H5 -0.6187 -3.0235 -3.4810  0.102
H6 0.8864 -4.7410 -4.4399  0.109
H7 1.7758 -6.5354 -3.0052  0.111
H8 1.1858 -6.6166 -0.6163  0.112
H9 -0.3511 -4.9433 0.3354  0.099
H10 -3.8919 -0.8950 -1.6697  0.078
H11 -6.0593 -1.3749 -2.7616  0.107
H12 -6.5145 -3.6348 -3.6507  0.112
H13 -4.8278 -5.4143 -3.4234  0.115
H14 -2.6800 -4.9483 -2.3309  0.110
C20 1.5175 -2.6021 1.8295  -0.067
N1 1.7036 -1.4076 0.9996  -0.285
C21 2.5922 -1.8175 -0.0951  -0.108
C22 2.3561 -0.3536 1.7997  -0.134
C23 2.1229 1.0187 1.2213  -0.240
C24 3.0791 2.0238 1.3465  -0.044
C25 2.7972 3.3115 0.9140  -0.078
C26 1.5565 3.5949 0.3710  -0.111
C27 0.6089 2.5867 0.2399  -0.231
C28 0.8866 1.2900 0.6406  -0.208
H15 2.4873 -3.0073 2.1511  0.111
H16 1.0051 -3.3714 1.2460  0.079
H17 0.9429 -2.3824 2.7302  0.091
H18 3.4924 -2.3078 0.2975  0.103
H19 2.9060 -0.9566 -0.6806  0.045
H20 2.0656 -2.5192 -0.7476  0.073
H21 3.4296 -0.5608 1.9169  0.140
H22 1.9064 -0.3528 2.8021  0.136
H23 4.0430 1.8000 1.7836  0.117
H24 3.5384 4.0920 1.0105  0.106
H25 1.3216 4.5943 0.0299  0.103
H26 -0.3689 2.8305 -0.1569  0.055
C29 -3.7966 0.4623 1.1057  -0.004
C30 -2.9001 0.8697 -0.0345  -0.316
O2 -1.7136 0.4750 -0.0298  -0.198
C31 -3.4118 1.7032 -1.1072  -0.150
C32 -2.4976 2.2739 -2.0062  -0.008
C33 -2.9168 3.1793 -2.9564  -0.053
C34 -4.2630 3.4979 -3.0705  -0.034
C35 -5.1881 2.8848 -2.2356  -0.046
C36 -4.7741 2.0085 -1.2521  0.000
H27 -3.1986 0.0903 1.9360  0.070
H28 -4.4838 -0.3239 0.7900  0.108
H29 -4.3711 1.3157 1.4559  0.091
H30 -1.4526 2.0110 -1.9167  0.031
H31 -2.1862 3.6570 -3.5961  0.095
H32 -4.5899 4.2218 -3.8015  0.116
H33 -6.2384 3.1097 -2.3451  0.116
H34 -5.5077 1.5593 -0.6018  0.121
C37 -3.4160 1.9622 5.4870  -0.082
C38 -1.9034 2.0354 5.3060  -0.272
N2 -1.4628 3.3454 4.8831  0.004
C39 -1.3889 3.7209 3.6056  -0.782
S1 -1.7755 2.6494 2.3733  0.785
N3 -0.9526 4.9458 3.2705  -0.017
C40 -0.8697 6.1229 4.1132  -0.231
C41 -2.1238 6.9842 4.0005  -0.073
H35 -3.7007 0.9665 5.8140  0.073
H36 -3.9167 2.1766 4.5461  0.055
H37 -3.7515 2.6770 6.2334  0.074
H38 -1.5908 1.3245 4.5379  0.066
H39 -1.3981 1.7945 6.2425  0.121
H40 -1.2880 4.0222 5.6089  0.134
H41 -0.9747 5.1302 2.2767  0.115
H42 0.0065 6.6963 3.7993  0.121
H43 -0.7144 5.8244 5.1501  0.105
H44 -2.2382 7.3600 2.9881  0.073
H45 -2.0501 7.8325 4.6728  0.077
H46 -3.0135 6.4144 4.2567  0.077
N4 2.9777 0.8025 -1.9132  0.032
C42 1.7689 0.7286 -2.6270  -1.159
N5 2.0402 0.3374 -3.9919  -0.046
S2 0.5308 -0.4183 -1.9183  0.671
H47 3.7071 1.2396 -2.4683  0.084
H48 2.8865 1.2837 -1.0236  0.056
H49 2.7855 -0.3603 -3.9811  0.111
H50 1.2064 -0.1320 -4.3437  0.058
S3 0.9355 2.4342 -2.7235  0.648
Sb1 1.6245 2.9932 -4.9117  1.553
C43 3.7765 2.7839 -4.8862  -0.343
C44 4.4747 3.4318 -3.8800  -0.135
C45 5.8412 3.2264 -3.7610  -0.061
C46 6.4938 2.3871 -4.6494  -0.054
C47 5.7855 1.7468 -5.6536  -0.058
C48 4.4162 1.9353 -5.7716  -0.123
C49 0.4267 1.8274 -6.2753  -0.343
C50 0.9093 1.3511 -7.4811  -0.113
C51 0.0824 0.5767 -8.2798  -0.059
C52 -1.2088 0.2843 -7.8741  -0.056
C53 -1.6900 0.7803 -6.6734  -0.058
C54 -0.8710 1.5560 -5.8701  -0.131
C55 0.7656 4.9559 -4.7195  -0.365
C56 -0.2572 5.3406 -5.5698  -0.128
C57 -0.9494 6.5137 -5.3137  -0.067
C58 -0.6154 7.2910 -4.2170  -0.059
C59 0.3998 6.8947 -3.3609  -0.062
C60 1.0886 5.7190 -3.6066  -0.143
H51 3.9612 4.0828 -3.1834  0.096
H52 6.3876 3.7175 -2.9695  0.116
H53 7.5547 2.2222 -4.5507  0.116
H54 6.2914 1.0870 -6.3421  0.115
H55 3.8594 1.4157 -6.5390  0.091
H56 1.9108 1.5805 -7.8111  0.095
H57 0.4516 0.1977 -9.2190  0.115
H58 -1.8425 -0.3267 -8.4953  0.114
H59 -2.6963 0.5561 -6.3511  0.113
H60 -1.2445 1.9439 -4.9302  0.073
H61 -0.5197 4.7305 -6.4242  0.101
H62 -1.7577 6.8128 -5.9645  0.114
H63 -1.1588 8.2016 -4.0199  0.114
H64 0.6444 7.4925 -2.4937  0.114
H65 1.8573 5.3925 -2.9186  0.082